{
  "formula": "C6H12AgBr6FK",
  "method": "ωB97M-V/def2-TZVPD",
  "total_charge": 1,
  "e_homo_ev": -12.33,
  "multiplicity": 1,
  "lumo_ev": -4.8,
  "species": ["K", "Ag", "F", "Br", "C", "C", "Br", "H", "H", "H", "H", "Br", "C", "C", "Br", "H", "H", "H", "H", "Br", "C", "C", "Br", "H", "H", "H", "H"],
  "positions_angstrom": [[0.2500, 3.6469, 1.1652], [0.0246, 2.5862, -2.3549], [-0.2081, 1.4165, -0.3476], [4.3109, -1.5554, 1.3064], [3.4297, 0.1610, 0.9141], [2.9344, 0.1635, -0.5632], [3.0341, 2.0642, -1.2601], [4.0947, 0.9700, 1.2165], [2.6911, 0.3731, 1.6871], [1.9314, -0.2228, -0.7445], [3.5244, -0.4645, -1.2307], [-4.0616, -0.1402, 2.0923], [-2.2859, 0.5609, 2.2968], [-1.1742, -0.4852, 2.2921], [0.4714, 0.4488, 3.0754], [-2.2903, 0.9914, 3.2982], [-2.0281, 1.3240, 1.5624], [-0.9011, -0.7681, 1.2755], [-1.3792, -1.3841, 2.8736], [0.3412, -0.1707, -3.3239], [-1.0923, -1.4814, -2.8876], [-2.0202, -0.9098, -1.8098], [-3.3201, -2.2479, -1.0842], [-0.5270, -2.3192, -2.4796], [-1.5888, -1.8692, -3.7772], [-2.7031, -0.1712, -2.2295], [-1.4579, -0.5167, -0.9628]],
  "forces_ev_per_angstrom": [[0.0, -0.8, 0.0], [0.2, -1.2, 0.7], [0.0, 1.3, -0.4], [-0.4, 0.7, -0.1], [0.0, 0.2, 0.0], [0.2, 0.1, 0.7], [-0.4, -0.8, 0.1], [0.8, -0.3, -1.0], [-0.7, -0.9, -0.6], [-0.3, 0.7, 0.6], [0.6, 0.6, 0.2], [0.0, -0.1, -0.3], [1.0, 0.0, 1.1], [0.1, 0.4, -0.4], [-1.1, -0.6, -0.4], [-0.1, 0.2, -0.2], [-0.4, -0.1, -0.1], [0.2, 0.1, 0.2], [0.2, 0.4, 0.2], [-0.5, -0.2, -0.2], [-0.1, -0.7, 1.1], [-0.5, -0.2, -0.4], [0.9, 0.3, -0.5], [0.1, 0.1, 0.0], [0.1, 0.7, -0.1], [0.3, 0.2, 0.1], [-0.1, 0.0, -0.2]],
  "lowdin_charge": [0.750, 0.615, -0.698, 0.639, -0.693, -0.579, 0.561, 0.042, -0.052, 0.016, 0.046, 0.665, -0.758, -0.537, 0.636, 0.033, 0.028, 0.037, 0.068, 0.653, -0.588, -0.653, 0.587, 0.055, 0.071, 0.050, 0.006]
}